91
Properties=species:S:1:pos:R:3 method="wB97M-V/def2-TZVPD" e_lumo_ev=-8.0 de_lowest_kcal_mol=0.00 charge=+2
In 0.955 -0.092 0.295
P -0.103 -2.560 -0.255
C -0.859 0.082 2.880
O -1.030 1.084 3.408
P 0.293 2.526 -0.297
C -0.033 -3.550 1.284
C 1.141 -3.403 -1.290
C -1.684 -3.078 -1.008
C -1.318 3.350 -0.518
C 1.045 3.452 1.084
C 1.283 3.108 -1.703
C -1.122 -4.298 1.767
C -1.041 -4.904 3.025
C 0.125 -4.807 3.786
C 1.234 -4.130 3.273
C 1.162 -3.506 2.028
H -2.024 -4.415 1.165
H -1.901 -5.458 3.409
H 0.184 -5.258 4.780
H 2.161 -4.091 3.841
H 2.042 -2.986 1.633
C -2.873 -2.559 -0.454
C -4.118 -2.892 -0.994
C -4.201 -3.754 -2.096
C -3.027 -4.290 -2.639
C -1.776 -3.960 -2.102
H -2.811 -1.871 0.393
H -5.029 -2.472 -0.562
H -5.176 -4.005 -2.527
H -3.085 -4.960 -3.501
H -0.873 -4.388 -2.538
C 1.601 -4.712 -1.067
C 2.646 -5.226 -1.842
C 3.217 -4.459 -2.864
C 2.725 -3.174 -3.122
C 1.682 -2.653 -2.352
H 1.164 -5.329 -0.279
H 3.024 -6.231 -1.640
H 4.042 -4.860 -3.462
H 3.160 -2.571 -3.921
H 1.300 -1.649 -2.554
C 2.441 3.590 1.131
C 3.069 3.979 2.312
C 2.309 4.279 3.445
C 0.914 4.186 3.386
C 0.277 3.821 2.200
H 3.043 3.427 0.238
H 4.159 4.039 2.339
H 2.810 4.588 4.368
H 0.319 4.399 4.275
H -0.815 3.816 2.143
C -2.473 2.698 -0.037
C -3.724 3.308 -0.149
C -3.847 4.564 -0.760
C -2.703 5.210 -1.244
C -1.447 4.603 -1.135
H -2.382 1.702 0.403
H -4.612 2.799 0.235
H -4.831 5.035 -0.860
H -2.784 6.191 -1.720
H -0.572 5.110 -1.535
C 1.730 4.434 -1.827
C 2.533 4.801 -2.911
C 2.899 3.853 -3.872
C 2.452 2.531 -3.749
C 1.630 2.158 -2.684
H 1.465 5.186 -1.079
H 2.879 5.835 -2.993
H 3.530 4.141 -4.717
H 2.740 1.783 -4.488
H 1.266 1.130 -2.594
H -2.042 0.027 -1.566
H -1.600 0.074 -2.164
O 6.898 1.527 4.735
N 5.935 0.931 5.264
O 5.838 0.745 6.495
C 4.850 0.431 4.434
C 4.895 0.690 3.059
C 3.797 0.347 2.274
C 2.558 0.001 2.903
O 1.431 0.381 2.393
C 2.614 -0.480 4.271
C 3.741 -0.187 5.038
N 1.432 -1.008 4.923
O 1.473 -1.135 6.163
O 0.399 -1.281 4.258
N 3.814 0.717 0.883
O 4.506 1.674 0.531
O 3.175 -0.028 0.025
H 5.725 1.194 2.574
H 3.712 -0.348 6.112

***

7
Properties=species:S:1:pos:R:3 method="wB97M-V/def2-TZVPD" e_lumo_ev=0.7 de_lowest_kcal_mol=0.00 smiles="F[Si]1(F)C=C1"
C 0.068 -0.955 -0.442
C -0.579 0.158 -0.868
F -0.394 0.597 2.164
F 1.610 1.300 0.955
Si 0.284 0.446 0.730
H 0.193 -1.956 -0.816
H -1.182 0.410 -1.722

***

9
Properties=species:S:1:pos:R:3 method="wB97M-V/def2-TZVPD" e_lumo_ev=1.0 de_lowest_kcal_mol=20.56 smiles=C#CCC#C
C -0.465 -1.539 1.612
C -0.224 -0.929 0.610
C 0.506 -0.379 -0.605
C 0.171 1.019 -0.761
C -0.255 2.165 -0.612
H -0.822 -2.209 2.350
H 0.175 -0.937 -1.537
H 1.620 -0.394 -0.508
H -0.705 3.203 -0.550

***

10
Properties=species:S:1:pos:R:3 method="wB97M-V/def2-TZVPD" e_lumo_ev=0.6 de_lowest_kcal_mol=58.91 smiles="CN[SH](=O)=O"
C -0.382 1.122 -0.288
N -0.516 -0.290 -0.486
O 0.591 -2.567 0.114
O 1.691 -0.458 0.696
S 0.479 -1.120 0.459
H -1.367 1.746 -0.399
H -0.081 1.203 0.720
H 0.274 1.537 -0.987
H -0.382 -0.417 -1.460
H -0.308 -0.755 1.630

***

36
Properties=species:S:1:pos:R:3 method="wB97M-V/def2-TZVPD" e_lumo_ev=2.9 de_lowest_kcal_mol=0.00 charge=-1
Br 0.195 0.811 -1.734
C -2.960 -1.915 -0.632
C -3.020 -1.165 -1.949
O -3.049 0.225 -1.760
H -3.067 -2.999 -0.762
H -3.832 -1.649 -0.027
H -2.025 -1.709 -0.112
H -3.928 -1.456 -2.489
H -2.184 -1.480 -2.584
H -2.111 0.507 -1.634
C 2.979 -0.077 -6.453
C 2.533 -0.184 -5.011
O 1.554 0.839 -4.787
H 3.745 -0.822 -6.680
H 3.386 0.924 -6.600
H 2.152 -0.241 -7.141
H 3.319 -0.080 -4.255
H 2.054 -1.149 -4.794
H 1.378 0.828 -3.820
C 1.411 0.194 2.326
C -0.040 0.475 2.699
C -0.225 0.948 4.124
O 0.417 0.070 5.024
C 0.169 0.426 6.366
N -0.540 1.541 1.768
H 1.496 -0.357 1.392
H 1.840 -0.463 3.093
H 1.958 1.132 2.278
H -0.658 -0.423 2.557
H -1.282 1.082 4.384
H 0.221 1.952 4.199
H 0.445 -0.435 6.971
H -0.896 0.628 6.531
H 0.745 1.319 6.628
H -0.647 1.019 0.887
H -1.533 1.684 1.995

***

35
Properties=species:S:1:pos:R:3 method="wB97M-V/def2-TZVPD" e_lumo_ev=-3.2
C 2.278 1.037 0.118
N 2.202 -0.181 0.953
C 2.339 0.100 2.393
B 1.086 -1.023 0.643
O 1.239 -2.367 0.615
S -0.678 -0.427 0.268
I -0.727 -0.161 -2.129
C -1.874 -1.745 0.704
C -3.291 -1.327 0.229
O -4.181 -1.013 1.282
C -3.816 0.119 2.025
C -4.030 1.447 1.310
F -5.246 1.570 0.861
F -3.148 1.717 0.368
F -3.888 2.401 2.231
H 1.934 1.945 0.626
H 1.783 0.921 -0.845
H 3.330 1.203 -0.120
H 3.407 0.111 2.627
H 1.881 -0.681 3.005
H 1.943 1.074 2.694
H 2.088 -2.530 1.055
H -1.918 -1.890 1.784
H -1.601 -2.696 0.255
H -3.283 -0.540 -0.530
H -3.713 -2.199 -0.268
H -2.795 0.101 2.422
H -4.475 0.142 2.891
F 4.720 -0.066 -3.584
P 3.316 0.702 -3.932
F 3.919 0.419 -5.426
F 2.618 -0.439 -2.969
F 1.830 0.490 -4.625
F 3.185 2.261 -4.412
F 3.568 1.521 -2.521